1.
# C27H27N6O12

A cluster of 6 separate species, C27H27N6O12 in total (ωB97M-V/def2-TZVPD, OMol25).

The geometry in ORCA input format:
```
! RIJCOSX wB97M-V def2-TZVPD def2/J DEFGRID3
* xyz -1 1
O -5.571 4.850 2.360
C -5.519 3.474 -0.183
H -2.555 2.939 1.225
H 5.277 -1.379 -0.857
H 0.938 3.434 -1.291
O -6.009 -0.373 -7.753
N -4.354 3.709 0.660
C 4.910 3.376 -2.695
H 5.962 3.299 -3.200
N 5.447 1.862 -0.566
C -3.082 3.210 0.431
C 0.099 -3.628 4.318
C -0.024 -0.611 4.794
H -5.533 2.574 -0.652
H -4.582 1.091 -6.157
H -3.916 -2.377 -2.755
O 4.460 -6.430 2.647
H 4.054 4.481 -4.402
N 0.521 -0.981 7.358
C 2.093 3.431 -1.693
C -3.351 -0.414 -3.181
C -5.089 -0.893 -5.667
O 0.973 -1.810 8.243
O 0.691 0.222 7.475
C 0.612 -3.049 5.618
O -1.286 0.345 -0.512
C 3.080 2.794 -0.807
C 5.514 -4.349 1.102
H 2.811 2.365 0.156
C 2.380 4.126 -3.006
H -2.653 3.862 -0.279
H -5.707 4.466 -0.750
H -6.353 3.479 0.380
C 5.762 -3.260 0.014
C -4.873 -1.936 -4.478
O 0.529 0.680 0.517
H -3.086 1.692 -3.851
H -3.336 2.335 -0.356
C 4.491 2.633 -1.438
C 4.991 -2.125 -0.136
C 4.177 -4.239 1.772
H 1.440 4.623 -3.636
H -2.929 -0.134 -2.346
O 6.635 1.654 -1.072
H 2.292 -2.826 2.059
H -5.440 -2.650 -4.506
C 3.719 -1.846 0.652
H -0.211 0.358 5.050
C -4.349 0.443 -5.514
O 5.014 1.348 0.465
O -6.491 -2.378 -6.800
N 3.722 -5.432 2.630
H 6.141 -5.367 1.074
H 0.357 -4.696 4.045
C 0.461 -1.456 5.960
N -0.307 -0.183 0.114
C -3.915 -1.668 -3.377
H 1.151 -3.473 6.344
H 6.695 -3.379 -0.545
H 3.109 -0.777 0.594
H -3.479 4.425 2.435
C -0.421 -1.314 3.474
O 2.795 -5.197 3.315
C 3.688 4.044 -3.518
C -3.599 0.760 -4.289
N -6.020 -1.199 -6.850
H -0.475 -3.099 2.353
C -0.356 -2.794 3.296
C 3.365 -2.961 1.529
O -0.201 -1.367 0.332
C -4.484 4.374 1.838
H -0.787 -0.706 2.511
*
```

Results
HOMO-LUMO gap ... 6.602 eV
Maximum force ... 0.277 hartree/bohr
ΔE to the lowest compared entry with this formula, charge and spin ... 1.680 eV

=====

2.
# C36H37NP2STi

A structure of composition C36H37NP2STi (ωB97M-V/def2-TZVPD, OMol25).

The geometry in ORCA input format:
```
! RIJCOSX wB97M-V def2-TZVPD def2/J DEFGRID3
* xyz 2 1
H 5.422 -0.497 -4.521
N -1.094 1.410 1.485
C 3.642 -0.011 -3.425
C -2.562 -1.127 -0.687
C 4.714 0.293 -4.260
H 4.109 3.622 -4.737
C -2.104 -0.795 3.883
C -1.597 -1.644 -6.008
C 0.125 -1.783 3.325
H 2.216 3.094 -3.201
H -1.205 0.065 7.133
H -1.572 -2.090 -7.004
C -1.533 -0.654 -3.355
C -1.528 1.864 2.518
C 2.625 1.045 -0.173
C 1.886 0.932 1.039
C 0.202 -1.653 -1.404
H -2.896 -0.197 3.422
C 2.920 2.315 -3.498
H -1.547 -1.738 5.717
H 1.751 1.728 3.038
C -2.597 -1.455 -3.801
P 1.663 0.608 -1.645
H 0.590 -1.362 2.415
C 3.680 2.110 2.177
C -0.595 -0.745 -5.613
S -2.122 2.448 3.854
Ti -0.125 1.283 -0.221
C 1.466 -1.195 -1.512
C -1.531 0.408 6.136
H -0.143 2.058 5.763
C -1.360 -1.675 3.192
C 0.774 -1.072 4.542
H -3.413 -1.716 -3.126
C -3.786 -0.438 -0.726
H 0.202 -0.478 -6.316
H -3.466 -2.566 -5.452
C -0.615 -0.196 -4.326
H -3.127 -0.939 5.749
C -0.909 2.834 -1.220
H 0.409 -2.845 3.406
H -1.787 -2.265 2.364
C 2.775 1.004 -2.997
H -5.917 -0.557 -0.378
C 4.430 2.171 0.996
C -2.089 -0.827 5.400
H 2.365 -1.821 -1.509
H 1.864 -1.177 4.382
C -4.903 -2.380 0.203
H 1.001 0.230 1.142
H -2.348 1.127 6.294
H -0.110 -2.702 -1.400
C -2.492 -2.373 -0.059
H 0.111 0.578 -4.065
H 1.466 0.952 4.440
H 5.724 1.835 -5.387
C -4.954 -1.070 -0.301
H 0.514 -1.613 5.465
H 3.490 -1.031 -3.071
C -3.660 -3.007 0.375
H -1.600 2.471 -1.994
C -2.635 -1.942 -5.114
H 4.402 1.860 -1.140
H 5.427 2.611 1.022
H 4.089 2.495 3.110
C 3.873 1.695 -0.200
H -5.821 -2.912 0.474
H -3.595 -3.998 0.838
H -0.105 3.445 -1.663
H -3.822 0.584 -1.102
H -1.527 -2.857 0.085
C -0.357 1.041 5.445
C 0.555 0.399 4.687
C 3.976 2.605 -4.361
P -1.129 -0.414 -1.539
C 2.398 1.578 2.176
H -1.463 3.419 -0.449
C 4.883 1.601 -4.732
*
```

Results
HOMO-LUMO gap ... 4.839 eV
Maximum force ... 0.081 hartree/bohr
ΔE to the lowest compared entry with this formula, charge and spin ... 0.000 eV

=====

3.
# C43H63InN2P2Si

A structure of composition C43H63InN2P2Si (ωB97M-V/def2-TZVPD, OMol25).

The geometry in ORCA input format:
```
! RIJCOSX wB97M-V def2-TZVPD def2/J DEFGRID3
* xyz 0 1
H 6.074 -1.902 6.277
H -1.560 -0.628 -5.018
C -2.676 -2.293 -0.018
C 4.610 -0.354 2.914
H -2.200 0.892 -1.441
C -1.331 -1.994 0.216
H -3.661 -1.395 2.821
C -2.802 -3.854 5.096
P -0.681 -1.195 1.743
C 0.779 3.291 -3.786
C -0.377 -2.355 -0.755
H -0.764 -4.528 5.369
H 4.363 -2.521 -4.699
H -2.043 2.484 3.815
H 0.678 3.149 -0.402
H 1.076 2.687 -4.645
C -3.073 -2.230 3.202
H 1.165 5.295 -4.490
C -2.350 0.738 -2.514
N 5.399 -2.460 5.790
C -3.075 -2.983 -1.152
C 0.211 3.389 -1.361
H -0.961 -3.965 2.964
H 3.297 -3.527 4.524
Si 1.466 -1.926 -0.667
C 3.700 -2.621 4.088
C -2.735 0.884 1.645
H -2.433 -3.931 -2.969
C 2.329 -3.534 -0.193
H -4.124 -3.205 -1.307
C -0.519 1.375 2.735
C -1.295 -3.621 5.071
H -2.285 4.268 2.030
H -0.073 -3.320 -2.651
C 2.057 -1.455 -2.423
H -1.199 2.368 -5.306
C -1.808 1.465 -5.338
H 6.085 -0.246 4.455
H -0.559 3.376 3.546
H -1.080 3.420 1.086
H -0.958 -0.795 -2.894
H -1.410 -1.130 3.969
H -3.950 2.670 1.619
C 2.984 -2.275 -3.075
C -3.143 1.748 -4.658
C 3.139 -2.094 2.947
H -2.992 2.443 0.171
C 3.409 -0.599 -4.736
C 1.770 -0.196 -2.998
H -3.812 0.890 -4.792
H 2.416 4.864 -1.768
C 0.283 4.900 -1.630
H -3.631 2.606 -5.125
C 5.248 -0.800 4.051
C -1.255 2.677 3.080
H -3.132 0.697 2.648
C 1.578 5.240 -2.360
H 3.223 -3.249 -2.662
C -1.239 0.567 1.631
H -4.626 -2.801 4.596
C -1.063 0.294 -4.695
H -3.892 2.229 -2.683
C -1.872 3.278 1.824
C 1.585 4.600 -3.758
N 3.576 -0.982 2.351
C -0.800 -3.048 -1.892
H -3.045 -4.700 4.444
H 0.219 5.442 -0.684
C -1.033 0.261 -3.154
C -0.815 -3.160 3.695
H 2.007 2.551 -2.191
C -3.549 -2.620 4.601
H -1.963 1.240 -6.396
In 2.305 0.159 0.504
H 1.946 -3.889 0.765
H 4.929 0.559 2.421
H 3.349 2.500 0.176
H 3.940 -0.253 -5.614
H 3.411 -3.420 -0.105
C 2.587 2.167 0.898
H 0.494 1.620 2.401
C -2.942 1.982 -3.165
P 0.463 0.807 -2.190
H 3.064 2.165 1.893
C -2.132 -3.381 -2.086
H 2.293 1.207 -4.540
H -0.046 0.235 -5.091
H -3.129 -4.126 6.102
H -0.851 0.885 0.653
H 2.115 -4.312 -0.932
H 2.614 4.403 -4.069
H 1.714 6.320 -2.440
H 0.256 -2.956 3.727
H -3.370 -1.786 5.289
C -1.574 -1.913 3.213
C 2.474 0.223 -4.125
H -0.569 5.229 -2.235
H -2.282 2.843 -3.013
H -0.279 3.520 -3.927
H -1.040 -2.848 5.806
C 4.792 -1.968 4.672
H -0.839 3.076 -1.306
H -3.284 0.235 0.960
H 4.970 -3.209 6.301
H -0.405 0.769 3.641
H 2.282 -2.568 2.486
H -3.246 -3.080 2.536
C 3.647 -1.863 -4.222
H -3.084 -0.070 -2.606
C 0.939 2.570 -2.449
C -2.967 2.355 1.261
H -3.431 -1.974 0.682
*
```

Results
HOMO-LUMO gap ... 6.412 eV
Maximum force ... 0.013 hartree/bohr
ΔE to the lowest compared entry with this formula, charge and spin ... 0.000 eV

=====

4.
# C6H17NO

A cluster of 2 separate species, C6H17NO in total (ωB97M-V/def2-TZVPD, OMol25).

The geometry in ORCA input format:
```
! RIJCOSX wB97M-V def2-TZVPD def2/J DEFGRID3
* xyz 0 1
H -0.308 1.455 1.837
H 0.494 2.942 -1.247
C -0.340 -0.647 0.838
H -0.452 -2.567 1.786
H 1.726 2.056 -0.588
O 2.854 -2.191 -0.754
C -0.925 0.054 -0.459
C 0.083 0.891 -1.303
C -1.176 -1.847 1.307
H 1.927 -2.152 -1.084
H -1.407 -0.711 -1.139
H 0.073 2.341 0.403
H 2.667 -2.622 0.095
H 1.044 0.330 -1.494
C 0.632 2.097 -0.532
H -1.757 -2.405 0.531
H -0.855 -0.094 2.835
H 0.704 0.152 2.604
N -0.658 1.218 -2.498
H 0.718 -0.971 0.831
C -0.228 0.329 2.016
H -0.853 2.236 -2.669
H -1.725 0.655 -0.051
H -0.204 0.857 -3.211
H -2.035 -1.406 1.946
*
```

Results
Structure (SMILES) ... CC(C)C[C@H](C)N.O
HOMO-LUMO gap ... 9.873 eV
Maximum force ... 0.108 hartree/bohr
ΔE to the lowest compared entry with this formula, charge and spin ... 2.216 eV

=====

5.
# C3H10NOS

A cluster of 2 separate species, C3H10NOS in total (ωB97M-V/def2-TZVPD, OMol25).

The geometry in ORCA input format:
```
! RIJCOSX wB97M-V def2-TZVPD def2/J DEFGRID3
* xyz -1 1
H 3.346 1.457 -0.024
C -3.439 -0.918 1.036
H 2.999 -1.082 -1.313
N 3.826 0.662 -0.438
O 1.539 -0.039 -0.486
H -0.797 1.589 0.268
S -1.931 -0.144 1.653
C -1.270 0.617 0.151
C 2.703 -0.037 -1.152
H -3.672 -1.620 1.834
H -3.218 -1.530 0.182
H 2.652 0.505 -2.124
H -0.484 -0.057 -0.196
H -2.081 0.798 -0.549
H 4.098 0.041 0.318
H -4.270 -0.242 0.841
*
```

Results
HOMO-LUMO gap ... 5.876 eV
Maximum force ... 0.019 hartree/bohr
ΔE to the lowest compared entry with this formula, charge and spin ... 2.008 eV

=====

6.
# C10H13BF8N4NaSSb

A structure of composition C10H13BF8N4NaSSb (ωB97M-V/def2-TZVPD, OMol25).

The geometry in ORCA input format:
```
! RIJCOSX wB97M-V def2-TZVPD def2/J DEFGRID3
* xyz -1 2
Sb -2.550 -4.001 -0.076
N -0.007 1.014 0.196
Na -1.072 -1.246 0.221
H -1.078 4.534 0.706
H -1.050 4.065 -1.732
F -1.303 -4.976 1.033
C 3.420 -2.465 -0.589
C -2.006 4.536 0.136
C 1.278 1.101 0.149
B 0.430 -4.249 1.868
H -1.212 5.807 -1.436
F -3.685 -2.938 -1.118
H 2.727 2.490 -0.636
H 1.427 -3.262 -0.787
C -2.009 2.057 0.288
N -2.659 3.260 0.342
H 5.211 -1.325 -0.273
F -2.469 -5.361 -1.366
H 3.973 0.766 0.200
F 0.277 -4.691 3.102
C 2.043 -0.151 -0.043
F -2.424 -2.636 1.241
H -3.652 3.189 0.201
H -2.649 5.310 0.562
S -3.005 0.662 0.280
H -2.624 4.853 -1.920
H 1.338 3.219 0.198
F -1.042 -3.134 -0.880
C -1.706 4.837 -1.328
C 2.040 2.394 0.210
H 2.639 2.456 1.125
N -0.684 2.178 0.274
F 1.206 -4.943 1.045
F -3.997 -4.809 0.799
C 2.032 -2.396 -0.572
C 4.127 -1.318 -0.290
H 3.913 -3.400 -0.819
C 3.438 -0.146 -0.021
N 1.363 -1.283 -0.291
*
```

Results
HOMO-LUMO gap (spin up / spin down) ... 6.878 / 6.603 eV
Maximum force ... 0.019 hartree/bohr
ΔE to the lowest compared entry with this formula, charge and spin ... 3.119 eV

=====

7.
# C30H60IrP2Si2

A structure of composition C30H60IrP2Si2 (ωB97M-V/def2-TZVPD, OMol25).

The geometry in ORCA input format:
```
! RIJCOSX wB97M-V def2-TZVPD def2/J DEFGRID3
* xyz 1 5
H 1.841 -2.085 3.491
H 2.055 -5.401 1.595
C -2.483 0.134 1.875
H 5.286 -0.471 -6.013
C 2.045 -2.344 2.445
C 3.586 -3.105 -5.320
H 3.646 0.678 -1.158
H 3.383 -1.151 -7.192
H -1.731 -3.221 -2.365
C -2.444 1.736 -0.836
H -3.753 -2.069 2.654
H -1.991 -5.545 1.107
H -2.179 2.107 -1.832
P 2.001 -1.051 -1.079
H 0.262 -1.941 -5.353
C 0.038 2.087 -0.075
C 3.901 -2.293 -4.114
H -3.001 2.524 -0.300
C 0.372 3.200 -0.998
H 2.796 1.170 1.740
H -1.471 -2.591 -4.024
H -0.128 -0.756 3.347
H -1.649 0.509 -3.642
C 3.163 -0.363 -6.454
H 2.753 2.422 0.467
H 2.973 -2.989 -0.003
H -4.603 -2.078 0.165
H -0.109 0.054 -4.432
H -1.050 -4.761 3.115
H -2.898 0.974 2.456
C 1.362 -4.912 0.896
H 4.799 -0.538 -3.336
H 1.574 -3.860 -5.146
H 1.239 -2.920 -2.553
Si -2.405 -3.066 0.777
H 3.117 0.589 -7.018
C 1.833 -0.582 -5.819
H -3.568 -5.198 0.365
H 0.562 -5.627 0.650
H 1.427 0.114 3.308
H -2.238 -0.670 2.574
C -0.585 0.292 -3.473
C -2.504 -4.916 0.367
H -3.113 0.873 -0.947
H 1.259 0.343 -5.667
H -3.878 -3.826 2.593
C -0.535 -2.580 0.456
H 1.903 -4.681 -0.031
H 0.082 4.153 -0.523
H 3.935 -2.445 -1.407
H 2.977 -2.928 2.429
C -1.705 -2.313 -2.984
C 0.835 1.610 0.995
C -1.219 1.378 -0.059
H 3.995 -1.524 0.120
H 3.881 -2.854 -3.170
C 1.326 -1.806 -5.585
C 4.303 -1.016 -4.184
H 2.217 -1.416 1.883
H -2.091 -5.136 -0.627
H 2.023 -3.431 -6.794
H -3.315 -1.185 -0.679
C 0.067 0.655 1.751
H 1.449 3.257 -1.207
C 2.219 2.023 1.342
H 3.053 0.304 -2.795
H 3.836 -4.158 -5.093
C 1.216 -1.818 -2.555
P -0.494 -1.140 -2.379
C 3.343 -2.110 -0.545
H 2.068 1.316 -1.712
C -3.635 -2.183 -0.350
H 0.581 -4.791 3.803
H 4.221 -2.815 -6.171
H -2.459 -3.076 3.341
C -3.169 -2.986 2.513
Si 0.641 -3.396 1.781
C 0.352 0.211 3.145
C 2.084 -3.088 -5.745
H -0.275 -3.219 -0.424
C 2.749 0.458 -1.753
H -0.179 3.129 -1.947
C -1.255 0.556 1.144
H -0.097 1.168 -3.030
H 2.209 2.802 2.126
H 1.737 -1.460 -3.453
H -2.690 -1.825 -2.958
Ir -0.089 -0.647 -0.193
H -3.812 -2.792 -1.246
H 4.444 0.843 -5.200
H -0.444 -3.367 4.046
C -0.168 -4.142 3.321
H -0.046 0.938 3.873
H -3.247 -0.218 1.184
C 4.363 -0.225 -5.457
*
```

Results
HOMO-LUMO gap (spin up / spin down) ... 6.062 / 6.144 eV
Maximum force ... 0.085 hartree/bohr
ΔE to the lowest compared entry with this formula, charge and spin ... 0.000 eV